(1)
{
  "formula": "C3H2N4O",
  "method": "ωB97M-V with the def2-TZVPD basis set",
  "orbital_gap_ev": 9.23,
  "relative_energy_kj_mol": 477.10,
  "largest_force_ev_per_a": 8.32,
  "homo_energy_ev": -9.986,
  "e_lumo_ev": -0.75,
  "charge": 0,
  "species": ["C", "C", "C", "H", "H", "N", "N", "N", "N", "O"],
  "positions_angstrom": [[0.588, -1.299, 0.479], [-0.057, -0.041, -0.771], [0.163, 0.069, 0.548], [-0.414, -1.854, 1.080], [1.607, -1.825, 0.616], [-0.328, 0.946, -1.664], [-0.930, 1.901, -0.865], [-0.865, 2.061, 0.488], [-0.105, 1.209, 1.165], [0.340, -1.168, -1.077]],
  "mulliken_charge": [-0.202, 0.666, 0.280, 0.222, 0.302, -0.345, -0.122, -0.220, -0.256, -0.325]
}

(2)
{
  "formula": "C4H7NOS",
  "method": "ωB97M-V with the def2-TZVPD basis set",
  "orbital_gap_ev": 7.65,
  "relative_energy_kj_mol": 535.53,
  "largest_force_ev_per_a": 5.94,
  "homo_energy_ev": -8.099,
  "e_lumo_ev": -0.45,
  "charge": 0,
  "species": ["C", "C", "C", "C", "H", "H", "H", "H", "H", "H", "H", "N", "O", "S"],
  "positions_angstrom": [[0.577, 1.085, 1.530], [-0.217, 0.176, 0.668], [-0.137, -0.170, -0.654], [-0.784, -1.434, -1.051], [2.153, 2.446, 1.508], [1.626, 1.746, -0.152], [0.554, 1.293, 2.614], [-0.805, -0.713, 1.276], [-0.456, -1.941, -2.327], [0.052, -2.341, -0.251], [-2.891, -0.759, -1.456], [1.640, 1.684, 0.985], [-2.297, -1.350, -0.874], [0.985, 0.278, -1.815]],
  "mulliken_charge": [0.033, -0.490, 0.628, -0.624, 0.258, 0.135, 0.346, 0.136, 0.280, 0.252, 0.319, -0.330, -0.505, -0.438]
}

(3)
{
  "formula": "C3H10NOS",
  "method": "ωB97M-V with the def2-TZVPD basis set",
  "orbital_gap_ev": 5.99,
  "relative_energy_kj_mol": 320.27,
  "largest_force_ev_per_a": 4.98,
  "homo_energy_ev": -2.727,
  "e_lumo_ev": 3.26,
  "charge": -1,
  "species": ["C", "S", "C", "H", "H", "H", "H", "H", "H", "N", "C", "O", "H", "H", "H", "H"],
  "positions_angstrom": [[2.649, 0.600, -1.538], [2.074, 1.115, 0.034], [0.106, 1.172, -0.146], [3.482, 1.047, -1.909], [2.819, -0.544, -1.226], [1.931, 0.769, -2.358], [-0.029, 0.805, -1.162], [-0.118, 2.186, 0.167], [-0.206, 0.598, 0.763], [-1.911, -2.460, 0.230], [-2.699, -1.315, 0.988], [-2.312, -0.063, 0.655], [-0.882, -2.135, 0.333], [-2.309, -2.472, -0.684], [-2.572, -1.526, 2.109], [-3.770, -1.582, 0.754]],
  "mulliken_charge": [-0.814, -0.170, -0.675, 0.354, 0.197, 0.254, 0.314, 0.311, 0.199, -0.709, -0.431, -0.845, 0.269, 0.258, 0.197, 0.289]
}

(4)
{
  "formula": "C7H12KO4",
  "method": "ωB97M-V with the def2-TZVPD basis set",
  "orbital_gap_ev": 5.23,
  "largest_force_ev_per_a": 1.99,
  "homo_energy_ev": -4.001,
  "e_lumo_ev": 1.23,
  "charge": -1,
  "species": ["C", "C", "O", "K", "H", "H", "H", "H", "H", "O", "C", "O", "O", "C", "C", "C", "C", "H", "H", "H", "H", "H", "H", "H"],
  "positions_angstrom": [[-2.973, 1.844, 0.158], [-4.093, 1.461, 1.081], [-4.748, 0.241, 0.552], [-3.287, -0.450, -1.223], [-2.015, 1.917, 0.695], [-5.268, -0.202, 1.228], [-3.148, 2.802, -0.356], [-4.889, 2.220, 1.164], [-3.751, 1.202, 2.098], [5.459, 1.084, -0.263], [4.610, 0.514, 0.447], [4.738, 0.035, 1.588], [3.380, 0.371, -0.176], [2.348, -0.285, 0.534], [1.118, -0.336, -0.363], [-0.044, -0.977, 0.336], [-0.606, -2.149, -0.024], [2.121, 0.257, 1.466], [2.661, -1.304, 0.809], [1.355, -0.884, -1.286], [0.848, 0.694, -0.648], [-0.386, -0.502, 1.265], [-1.417, -2.580, 0.569], [-0.216, -2.723, -0.870]],
  "mulliken_charge": [-1.282, 0.087, -0.554, 0.633, 0.147, 0.236, 0.229, 0.233, 0.258, -0.749, 0.607, -0.714, -0.264, -0.539, -0.422, 0.291, -1.141, 0.294, 0.288, 0.245, 0.230, 0.235, 0.380, 0.270]
}

(5)
{
  "formula": "C9H6N6O4",
  "method": "ωB97M-V with the def2-TZVPD basis set",
  "orbital_gap_ev": 6.81,
  "relative_energy_kj_mol": 0.00,
  "largest_force_ev_per_a": 3.31,
  "homo_energy_ev": -9.071,
  "e_lumo_ev": -2.26,
  "charge": 0,
  "species": ["C", "C", "C", "N", "C", "C", "N", "C", "C", "N", "O", "N", "O", "C", "C", "N", "O", "N", "O", "H", "H", "H", "H", "H", "H"],
  "positions_angstrom": [[-3.122, 2.448, -0.628], [-2.568, 1.953, 0.723], [-1.391, 1.063, 0.518], [-1.624, -0.287, 0.384], [-0.439, -0.744, 0.121], [0.509, 0.281, 0.135], [-0.129, 1.462, 0.366], [1.840, -0.050, -0.083], [2.245, -1.377, -0.254], [3.545, -1.461, -0.406], [4.053, -0.109, -0.358], [2.941, 0.746, -0.149], [2.971, 1.914, 0.649], [1.290, -2.402, -0.232], [-0.037, -2.091, -0.060], [-0.772, -3.194, 0.016], [0.116, -4.242, -0.331], [1.400, -3.696, -0.377], [2.427, -4.384, -0.604], [-2.315, 2.976, -1.137], [-3.453, 1.597, -1.258], [-3.945, 3.151, -0.483], [-3.315, 1.432, 1.310], [-2.270, 2.815, 1.344], [2.043, 2.200, 0.792]],
  "mulliken_charge": [-1.076, -0.716, 0.341, -0.736, 0.402, 0.624, -0.825, 0.556, 0.730, -0.448, -0.189, 0.236, -0.396, -0.134, 0.233, -0.551, -0.187, 0.820, -0.663, 0.311, 0.300, 0.344, 0.305, 0.282, 0.437]
}

(6)
{
  "formula": "CH10N2O3",
  "method": "ωB97M-V with the def2-TZVPD basis set",
  "orbital_gap_ev": 10.17,
  "relative_energy_kj_mol": 55.22,
  "largest_force_ev_per_a": 1.36,
  "homo_energy_ev": -9.304,
  "e_lumo_ev": 0.87,
  "charge": 0,
  "species": ["H", "N", "C", "N", "H", "H", "H", "O", "H", "H", "O", "H", "H", "O", "H", "H"],
  "positions_angstrom": [[-0.933, 2.903, -0.775], [-0.123, 2.303, -0.708], [-0.344, 1.138, -1.189], [0.651, 0.195, -1.125], [-1.230, 0.809, -1.735], [0.461, -0.789, -0.957], [1.565, 0.513, -1.355], [-0.263, -1.448, 1.828], [0.203, -0.610, 1.947], [-0.858, -1.465, 2.612], [0.483, 1.208, 1.933], [0.262, 1.637, 1.067], [1.260, 1.705, 2.190], [-0.440, -2.578, -1.402], [0.101, -3.387, -1.439], [-0.763, -2.597, -0.482]],
  "mulliken_charge": [0.204, -0.762, 0.123, -0.284, 0.353, 0.210, 0.204, -0.647, 0.381, 0.304, -0.739, 0.408, 0.298, -0.699, 0.318, 0.329]
}